(1)
Formula: C5H9O7
Source: the Open Molecules 2025 dataset
Level of theory: ωB97M-V/def2-TZVPD

Geometry (Å):
H -3.147 1.885 -1.269
O -2.347 1.561 -1.706
O -1.337 2.217 -0.833
C -0.242 1.373 -0.665
C -0.032 0.640 0.619
C 0.844 -0.738 0.402
C 1.207 -1.380 1.725
C 1.798 -0.808 -0.779
O 2.090 0.006 -1.631
O -0.106 -1.687 -0.207
O -0.373 -1.077 -1.525
O -1.131 0.314 1.411
O -2.381 0.222 0.548
H -2.003 0.008 -0.447
H -0.136 0.642 -1.448
H 0.615 2.047 -0.735
H 0.616 1.291 1.278
H 1.803 -0.707 2.359
H 0.271 -1.699 2.219
H 1.821 -2.252 1.456
H 2.169 -1.857 -0.771

Results
* HOMO-LUMO gap (spin up / spin down): 10.2 / 7.3 eV
* LUMO level (spin up / spin down): 0.436 / -2.512 eV
* E: -19650.6563 eV
* spin multiplicity: 2

(2)
Formula: C41H114NO17Zn
Source: the Open Molecules 2025 dataset
Level of theory: ωB97M-V/def2-TZVPD

Geometry (Å):
Zn -5.870 23.737 18.887
C -9.117 23.009 25.424
C -10.194 23.677 24.490
C -11.505 23.954 25.293
C -11.343 25.153 26.284
C -10.878 26.407 25.477
C -9.605 26.203 24.594
N -9.745 24.950 23.801
O -8.716 24.783 22.762
C -8.385 26.164 25.550
C -9.527 27.456 23.722
C -10.658 22.629 23.461
H -9.262 21.937 25.558
H -9.075 23.435 26.426
H -8.144 23.254 24.997
H -11.840 23.055 25.812
H -12.326 24.109 24.592
H -10.672 24.934 27.114
H -12.346 25.278 26.694
H -10.752 27.203 26.212
H -11.702 26.725 24.838
H -7.965 27.116 25.873
H -7.570 25.775 24.939
H -8.505 25.551 26.443
H -10.342 27.503 22.999
H -8.571 27.448 23.199
H -9.608 28.407 24.248
H -11.497 22.949 22.843
H -10.959 21.652 23.838
H -9.829 22.420 22.784
C -7.319 29.004 15.774
C -7.267 28.457 17.164
O -6.186 27.589 17.323
H -7.908 29.921 15.755
H -7.832 28.314 15.104
H -6.336 29.221 15.358
H -8.184 27.899 17.354
H -7.130 29.208 17.941
H -5.422 28.076 17.008
C -15.428 25.014 19.229
C -14.287 25.844 19.804
O -13.090 25.323 19.391
H -15.282 23.941 19.353
H -15.403 25.180 18.152
H -16.374 25.180 19.743
H -14.403 25.879 20.887
H -14.276 26.877 19.456
H -12.550 25.162 20.168
C -8.896 22.386 32.266
C -9.409 21.050 31.740
O -9.965 20.260 32.764
H -9.698 22.898 32.798
H -8.621 23.087 31.477
H -8.091 22.288 32.994
H -8.658 20.459 31.216
H -10.275 21.173 31.089
H -9.954 19.361 32.429
C -2.930 22.737 28.898
C -2.192 22.106 27.726
O -1.609 20.881 28.152
H -2.219 22.869 29.713
H -3.777 22.108 29.173
H -3.271 23.727 28.596
H -1.427 22.812 27.405
H -2.835 21.877 26.876
H -0.851 20.671 27.601
C -4.833 33.367 23.760
C -5.630 34.652 23.604
O -4.994 35.412 22.661
H -5.295 32.812 24.576
H -3.751 33.468 23.849
H -4.862 32.713 22.888
H -5.752 35.199 24.539
H -6.648 34.439 23.277
H -5.396 35.260 21.803
C -15.456 30.017 29.858
C -15.492 31.251 30.796
O -16.777 31.808 30.606
H -15.425 30.339 28.817
H -16.350 29.405 29.976
H -14.567 29.391 29.936
H -14.739 31.973 30.478
H -15.403 30.964 31.844
H -16.839 32.637 31.086
C -15.242 31.881 22.381
C -16.555 31.108 22.565
O -17.329 31.428 21.382
H -14.758 31.621 21.440
H -14.634 31.566 23.229
H -15.377 32.961 22.326
H -17.102 31.504 23.420
H -16.384 30.036 22.655
H -18.035 30.784 21.465
C -7.063 15.602 25.616
C -5.886 16.160 26.412
O -6.215 16.078 27.787
H -7.278 14.577 25.918
H -6.922 15.577 24.536
H -7.930 16.213 25.867
H -5.610 17.124 25.986
H -4.999 15.535 26.306
H -5.475 16.414 28.297
C -10.747 21.621 15.335
C -9.584 22.595 15.233
O -9.207 22.926 16.491
H -10.615 20.837 16.081
H -11.057 21.268 14.351
H -11.617 22.126 15.754
H -9.794 23.455 14.596
H -8.769 22.116 14.690
H -9.996 23.356 16.829
C -13.813 14.982 19.852
C -12.442 15.587 19.621
O -11.705 14.814 18.695
H -14.458 15.361 19.060
H -14.238 15.280 20.811
H -13.745 13.896 19.786
H -11.872 15.675 20.546
H -12.573 16.636 19.359
H -12.235 14.620 17.919
C -8.112 31.938 29.934
C -8.725 33.017 29.062
O -8.023 34.251 29.237
H -8.630 31.005 29.712
H -8.283 32.115 30.996
H -7.048 31.832 29.722
H -9.768 33.175 29.336
H -8.572 32.776 28.010
H -8.580 34.923 28.835
C -13.654 14.484 26.200
C -13.849 13.057 25.642
O -13.922 12.103 26.730
H -14.517 14.671 26.839
H -13.656 15.189 25.369
H -12.750 14.499 26.810
H -12.974 12.825 25.034
H -14.787 13.044 25.088
H -13.616 11.240 26.441
C -19.265 26.265 25.757
C -20.252 27.378 26.124
O -20.917 27.007 27.301
H -18.651 26.435 24.873
H -19.834 25.341 25.661
H -18.555 26.120 26.572
H -20.881 27.572 25.256
H -19.676 28.284 26.309
H -20.863 27.750 27.907
C -4.038 18.375 21.251
C -5.162 19.452 21.330
O -5.492 19.895 20.037
H -4.448 17.370 21.144
H -3.533 18.376 22.217
H -3.316 18.592 20.464
H -4.832 20.298 21.933
H -6.080 19.012 21.719
H -5.854 19.121 19.599
C -16.750 20.121 29.295
C -16.340 18.940 30.160
O -17.427 18.016 30.091
H -17.768 20.475 29.456
H -16.612 19.916 28.233
H -16.108 20.960 29.563
H -16.073 19.192 31.186
H -15.464 18.475 29.709
H -17.060 17.155 30.304
C -18.695 20.563 22.529
C -17.926 19.215 22.395
O -18.794 18.171 22.085
H -19.193 20.898 21.619
H -17.998 21.337 22.850
H -19.465 20.474 23.295
H -17.455 18.930 23.335
H -17.168 19.299 21.615
H -19.177 17.909 22.926

Results
* total charge: +1
* HOMO-LUMO gap: 2.5 eV
* LUMO level: -7.769 eV
* E: -129061.4581 eV

(3)
Formula: C20H71N5O13
Source: the Open Molecules 2025 dataset
Level of theory: ωB97M-V/def2-TZVPD

Geometry (Å):
C -14.433 -2.341 4.381
C -12.951 -1.975 4.287
C -12.675 -0.535 4.765
O -13.447 -0.284 5.919
C -13.041 0.886 6.584
N -12.199 -2.915 5.120
H -14.734 -2.411 5.429
H -14.629 -3.330 3.970
H -15.075 -1.591 3.919
H -12.634 -2.128 3.255
H -12.980 0.200 4.002
H -11.589 -0.406 4.832
H -13.149 1.803 5.998
H -12.010 0.756 6.941
H -13.641 1.004 7.489
H -12.447 -2.803 6.100
H -11.203 -2.701 5.087
C -19.448 -1.367 6.884
C -18.822 -2.270 7.949
C -18.217 -1.484 9.100
O -17.280 -0.539 8.558
C -15.925 -0.848 8.828
N -19.907 -3.136 8.425
H -18.840 -0.481 6.714
H -20.392 -1.052 7.341
H -19.755 -1.876 5.973
H -17.994 -2.826 7.480
H -17.742 -2.180 9.792
H -18.969 -0.832 9.548
H -15.481 -1.498 8.070
H -15.821 -1.313 9.815
H -15.390 0.102 8.883
H -19.575 -3.716 9.197
H -20.242 -3.809 7.747
C -9.931 -5.815 4.233
C -10.217 -7.294 4.115
C -9.078 -8.178 4.632
O -9.264 -9.481 4.158
C -8.414 -10.426 4.779
N -11.513 -7.526 4.766
H -10.716 -5.155 3.868
H -9.048 -5.432 3.710
H -9.762 -5.586 5.294
H -10.309 -7.504 3.044
H -9.015 -8.156 5.728
H -8.150 -7.716 4.260
H -8.744 -10.638 5.796
H -7.367 -10.112 4.720
H -8.462 -11.327 4.168
H -11.795 -8.497 4.749
H -11.404 -7.233 5.733
C -12.786 -1.065 11.058
C -12.656 -2.569 10.801
C -11.741 -2.740 9.641
O -11.435 -4.067 9.229
C -10.324 -4.143 8.380
N -12.155 -3.201 12.043
H -12.780 -0.415 10.178
H -11.950 -0.702 11.667
H -13.668 -0.833 11.658
H -13.643 -2.980 10.587
H -10.810 -2.187 9.845
H -12.152 -2.214 8.770
H -10.483 -3.648 7.408
H -10.106 -5.150 8.034
H -9.491 -3.575 8.804
H -12.803 -2.907 12.771
H -11.257 -2.898 12.425
C -12.500 -1.991 16.361
C -13.559 -0.902 16.506
C -13.004 0.432 16.971
O -12.834 0.357 18.374
C -12.968 1.564 19.071
N -14.348 -0.859 15.258
H -11.968 -2.217 17.285
H -11.758 -1.749 15.596
H -13.049 -2.901 16.117
H -14.310 -1.271 17.210
H -13.652 1.265 16.666
H -12.035 0.695 16.523
H -13.970 2.002 18.972
H -12.224 2.303 18.764
H -12.886 1.393 20.144
H -13.771 -0.494 14.499
H -15.037 -0.129 15.434
O -12.152 -6.783 9.776
H -11.909 -5.867 9.592
H -12.785 -6.703 10.512
O -12.315 2.209 10.268
H -11.511 2.380 9.764
H -12.107 1.437 10.807
O -9.495 -4.811 11.481
H -9.079 -4.004 11.820
H -10.411 -4.559 11.302
O -9.267 -2.317 5.683
H -8.350 -2.363 5.385
H -9.229 -1.836 6.517
O -9.047 -2.273 12.542
H -8.866 -1.483 13.064
H -8.467 -2.192 11.747
O -7.712 -1.829 10.148
H -7.591 -0.903 10.397
H -8.035 -1.800 9.241
O -13.519 -6.004 12.231
H -13.185 -6.702 12.806
H -12.794 -5.356 12.174
O -8.194 -6.968 10.370
H -8.480 -6.219 10.939
H -8.884 -7.033 9.704

Results
* HOMO-LUMO gap: 7.8 eV
* LUMO level: -0.953 eV
* E: -55956.5521 eV

(4)
Formula: C5H11N
Source: the Open Molecules 2025 dataset
Level of theory: ωB97M-V/def2-TZVPD

Geometry (Å):
C -0.522 2.225 1.654
C -0.050 2.221 0.179
C 0.025 0.867 -0.461
N 0.802 -0.310 -0.171
C 0.423 -1.366 -1.123
C 0.096 -2.699 -0.323
H -0.405 3.170 2.234
H 0.464 1.700 1.370
H -1.359 1.646 1.969
H 0.509 3.061 -0.210
H -0.361 0.194 0.320
H -0.354 0.978 -1.467
H -0.503 -1.156 -1.705
H 1.202 -1.445 -1.961
H -0.697 -2.454 0.443
H -0.257 -3.482 -0.987
H 0.987 -3.152 0.239

Results
* HOMO-LUMO gap: 5.8 eV
* LUMO level: -0.393 eV
* E: -6845.0731 eV

(5)
Formula: C2H3CuLi2O2
Source: the Open Molecules 2025 dataset
Level of theory: ωB97M-V/def2-TZVPD

Geometry (Å):
O -0.254 0.562 2.310
C 0.960 1.052 -1.228
C 1.540 -0.047 -0.593
O 0.682 -0.778 0.096
Cu 0.940 -0.974 2.366
H 1.553 1.567 -1.990
H -0.119 1.190 -1.395
H 2.574 -0.399 -0.512
Li 1.133 1.361 1.377
Li -0.465 -2.165 -0.539

Results
* total charge: +1
* HOMO-LUMO gap (spin up / spin down): 7.7 / 7.7 eV
* LUMO level (spin up / spin down): -4.706 / -4.665 eV
* E: -51258.9968 eV
* spin multiplicity: 2